{"formula": "H14O7", "method": "ωB97M-V/def2-TZVPD", "homo_ha": -0.3944, "lumo_ev": 0.033, "mol_weight_g_mol": 126.10, "e_above_lowest_ev": 1.900, "symbols": ["O", "H", "H", "O", "H", "H", "O", "H", "H", "O", "H", "H", "O", "H", "H", "O", "H", "H", "O", "H", "H"], "positions_angstrom": [[-2.375, 1.609, 1.273], [-1.619, 1.818, 1.821], [-2.047, 1.677, 0.376], [0.384, 1.321, 2.768], [0.232, 1.956, 3.467], [1.332, 1.185, 2.770], [1.055, -2.279, -3.616], [0.289, -1.978, -3.126], [0.728, -3.002, -4.152], [-0.736, -0.716, -2.558], [-1.674, -0.522, -2.563], [-0.347, -0.032, -3.103], [0.127, 0.447, -0.165], [-0.339, 0.131, 0.609], [-0.080, -0.192, -0.847], [-0.709, -0.531, 4.108], [-0.330, 0.128, 3.527], [-0.136, -1.292, 4.015], [2.426, 0.227, -1.411], [2.230, -0.201, -2.244], [1.588, 0.246, -0.948]]}